(1)
The following is a quantum chemistry calculation of a 2-piece molecular cluster, C5H13N overall in a non-equilibrium geometry, from OMol25.

Structure (XYZ):
```
19
Properties=species:S:1:pos:R:3:forces:R:3:nbo_charge:R:1
C 1.700 0.385 0.847 3.683 -0.091 -2.984 -0.348
C 1.896 -0.081 -0.441 0.296 0.711 2.425 -0.240
C 1.866 -1.549 -0.731 0.331 0.197 0.129 -0.652
H 1.831 1.450 1.001 -0.579 0.265 -0.031 0.186
H 2.164 -0.160 1.672 -1.273 -0.557 0.122 0.189
H 2.006 0.611 -1.267 -0.461 0.081 -0.049 0.188
H 2.243 -1.758 -1.732 -0.164 -0.187 0.033 0.209
H 0.838 -1.910 -0.611 0.040 -0.093 -0.267 0.201
H 2.469 -2.108 -0.006 -0.048 0.029 -0.096 0.209
C -2.676 0.927 -0.071 0.038 0.309 -0.361 -0.626
C -1.205 0.700 -0.367 0.861 -1.471 3.491 -0.203
N -0.535 -0.214 0.871 -2.470 0.679 -2.183 -0.839
H -3.066 1.691 -0.746 -0.137 -0.029 -0.102 0.209
H -3.268 0.021 -0.207 0.062 0.007 0.053 0.207
H -2.836 1.302 0.941 0.098 -0.070 0.011 0.208
H -0.622 1.618 -0.360 -0.042 0.000 -0.021 0.197
H -1.043 0.185 -1.311 0.175 -0.225 0.208 0.199
H -0.909 -1.146 0.710 0.007 -0.045 0.114 0.349
H -0.853 0.035 1.808 -0.417 0.492 -0.492 0.357
```
Positions in Å, forces in eV/Å.

Computed properties:
orbital gap: 8.30 eV
SMILES: C=CC.CCN
largest force on an atom: 4.7 eV/A
electronic energy: -252.950722 a.u.
energy above the lowest of the compared OMol25 structures with the same formula, charge and spin: 70.5 kcal/mol


(2)
The following is a quantum chemistry calculation of the molecule C5H13N in a non-equilibrium geometry, from OMol25.

Structure (XYZ):
```
19
Properties=species:S:1:pos:R:3:forces:R:3:nbo_charge:R:1
C -1.432 -0.769 -0.868 -1.049 -0.522 -2.003 -0.618
C -0.214 -0.293 -0.031 -0.637 -0.306 0.296 -0.089
C -0.607 -0.513 1.478 0.339 3.633 0.746 -0.616
C 1.111 -0.975 -0.477 1.254 -2.025 0.256 -0.627
C 0.070 1.208 -0.200 -2.144 0.442 0.526 -0.216
N 1.305 1.632 0.449 0.097 -1.025 -0.033 -0.828
H -1.612 -1.871 -0.706 0.293 1.038 0.009 0.215
H -1.317 -0.687 -2.032 0.191 0.066 2.044 0.207
H -2.455 -0.280 -0.674 1.714 -0.346 0.186 0.217
H -1.034 -1.475 1.735 0.220 -0.117 0.003 0.215
H 0.289 -0.181 2.096 -0.955 -1.079 -0.525 0.233
H -1.375 0.383 1.819 1.435 -2.433 -1.103 0.201
H 1.395 -0.769 -1.556 -0.869 -0.530 0.933 0.211
H 1.959 -0.508 0.047 -0.447 -0.279 0.217 0.215
H 1.290 -2.136 -0.216 -0.958 2.512 -0.826 0.219
H 0.088 1.484 -1.222 0.126 -0.146 -1.593 0.169
H -0.878 1.776 0.128 1.605 -0.616 0.263 0.190
H 2.075 1.363 -0.165 -0.166 -0.093 0.301 0.347
H 1.340 2.609 0.395 -0.049 1.825 0.301 0.355
```
Positions in Å, forces in eV/Å.

Computed properties:
orbital gap: 10.38 eV
SMILES: CC(C)(C)CN
largest force on an atom: 3.7 eV/A
electronic energy: -253.013249 a.u.
energy above the lowest of the compared OMol25 structures with the same formula, charge and spin: 31.3 kcal/mol